Here is a 6-piece molecular cluster, C32H39FO19 overall from the OMol25 dataset. Energies are from ωB97M-V/def2-TZVPD.

CARTESIAN COORDINATES (ANGSTROEM)
F: -5.3869 0.2231 -0.4287
O: -1.4934 -1.0067 0.0377
O: 7.0445 -2.3745 1.8300
O: -8.3249 -4.2951 -3.0548
O: 3.6454 6.9413 1.1294
O: -6.6723 -5.4979 -2.1102
O: 6.6391 9.1923 1.8451
O: 3.2338 5.4133 2.7271
O: 2.1756 0.4754 -1.2388
O: 6.3391 7.6663 3.4712
O: 5.0716 9.4899 3.4349
O: 1.9723 -2.2522 -1.0097
O: -6.8078 -3.2728 -1.7976
O: -5.2902 -5.6211 -6.3142
O: -2.8899 2.4875 3.4214
O: -6.1893 -7.5234 -7.0304
O: 4.2128 4.8229 0.7874
O: 5.1061 -1.2270 1.8374
O: 5.2724 -3.2192 2.8716
O: -5.1407 -6.1695 -8.4942
C: 1.8173 -3.6401 -0.8032
C: -8.8087 -2.9573 -2.8739
C: 0.7708 0.5241 -1.1211
C: 2.2282 -1.5386 0.1803
C: -0.5252 3.2331 2.0065
C: -4.2941 -0.5618 -0.0320
C: 0.6828 3.4127 1.3469
C: -5.5027 -6.4129 -7.3907
C: 3.6588 5.6973 1.6511
C: -1.3296 2.1589 1.6587
C: -6.0626 -6.1239 -5.2157
C: 7.5267 -3.5073 2.5591
C: 6.0766 8.8259 2.8270
C: -3.3047 0.3237 0.6842
C: -7.2151 -4.4576 -2.2988
C: 0.6135 -3.9947 0.0656
C: 0.2924 1.4162 0.0103
C: 5.7458 -2.1766 2.1497
C: 4.4516 6.9435 -0.0571
C: -7.5583 -2.2244 -2.4245
C: -2.6546 2.0049 2.3354
C: 4.4123 5.4843 -0.4711
C: -0.9260 1.2348 0.6779
C: 2.8199 -0.1728 -0.1534
C: -1.8494 0.0894 0.4166
C: 5.6023 7.6474 4.6995
C: 1.0709 2.5191 0.3592
C: 4.4748 8.6190 4.4066
C: -4.7827 -1.7057 0.8328
C: -3.6800 1.2224 1.5942
C: -6.2531 -7.5774 -5.6008
C: 6.2460 -4.2677 2.8513
H: -9.2230 -2.5884 -3.8076
H: -5.4023 -1.3328 1.6511
H: -5.4439 -8.2128 -5.2377
H: 1.3161 -1.4216 0.7820
H: 0.2630 -5.0054 -0.1500
H: 6.2490 -4.7838 3.8071
H: -7.7436 -1.4288 -1.7085
H: 2.9604 -2.0752 0.7979
H: 6.2555 7.9930 5.5025
H: -0.8531 3.9130 2.7831
H: -3.9291 -2.2296 1.2680
H: 2.0107 2.6596 -0.1626
H: -5.3640 -2.4185 0.2472
H: 3.6146 8.1266 3.9510
H: 5.4552 7.2763 0.2118
H: 5.3326 5.1316 -0.9268
H: -0.2002 -3.2920 -0.1343
H: -3.8294 -0.9685 -0.9327
H: 0.8457 -3.9305 1.1316
H: -7.0082 -5.5808 -5.1748
H: 5.9877 -4.9692 2.0564
H: 8.2368 -4.0596 1.9502
H: 3.5697 5.2548 -1.1254
H: -5.5254 -5.9870 -4.2834
H: 4.0293 7.6227 -0.7919
H: 2.7945 0.4269 0.7650
H: 8.0182 -3.1548 3.4672
H: -9.5842 -2.9695 -2.1070
H: -6.9780 -1.8346 -3.2618
H: 0.4039 0.9558 -2.0586
H: 4.1572 9.1972 5.2696
H: -7.2080 -7.9909 -5.2896
H: 1.3216 4.2467 1.6034
H: 5.2636 6.6364 4.9072
H: 3.8671 -0.2775 -0.4377
H: 0.3536 -0.4769 -1.0426
H: 1.6998 -4.0817 -1.7946
H: 2.7431 -4.0500 -0.3710
H: -4.7175 1.3890 1.8614

## Properties
- highest occupied orbital energy (hartree) = -0.342
- Kohn-Sham gap (Ha) = 0.307
- energy (eV) = -75436.0411
- SMILES = CCOCCOCc1cccc2c1C(=O)C([C@@H](C)F)=CC2=O.O=C1OCCO1.O=C1OCCO1.O=C1OCCO1.O=C1OCCO1.O=C1OCCO1
- molar mass (g/mol) = 746.643
- LUMO level (eV) = -0.966

Atomic partial charges in e from the Löwdin method, atoms 1 to 5:
1 F -0.02
2 O 0.11
3 O 0.06
4 O 0.05
5 O 0.06